# 1
Below is a cluster of 2 separate species, C7H13NO in total at a distorted geometry, with properties calculated with wB97M-V/def2-TZVPD.

Output
- Kohn-Sham gap (spin up / spin down): 8.96 / 8.96 eV
- Spin multiplicity: 1
- Energy above the lowest of the compared OMol25 structures with the same formula, charge and spin: 126.2 kcal per mole
- Max |F|: 4.80 eV/Å
- E_LUMO (spin up / spin down): 0.0278 / 0.0278 Eh

Geometry as XYZ:
```
22
C7H13NO (wB97M-V/def2-TZVPD)
C -1.417 -2.232 1.201
C -1.406 -1.115 1.540
C 0.547 0.626 -0.491
C -1.767 0.261 1.786
C -0.453 0.616 -1.596
C 1.281 -0.651 -0.280
C 0.466 3.010 -0.313
N 1.025 1.724 0.065
O 1.987 1.811 0.924
H -1.283 -3.301 1.209
H -1.068 0.781 2.482
H -2.686 0.400 2.405
H -1.705 0.917 0.940
H -0.309 -0.313 -2.212
H -0.247 1.473 -2.157
H -1.492 0.532 -1.314
H 2.094 -0.289 0.338
H 1.676 -0.839 -1.341
H 0.667 -1.450 0.178
H 0.092 3.380 0.718
H 1.358 3.606 -0.685
H -0.412 3.067 -0.947
```

=====

# 2
Below is a structure of composition C71H107AsBrCsGeN3SbSi3, with properties calculated with wB97M-V/def2-TZVPD.

Output
- Kohn-Sham gap (spin up / spin down): 4.32 / 4.04 eV
- Spin multiplicity: 1
- Energy above the lowest of the compared OMol25 structures with the same formula, charge and spin: 13.6 kcal per mole
- Max |F|: 0.73 eV/Å
- E_LUMO (spin up / spin down): -0.0338 / -0.0439 Eh

Geometry as XYZ:
```
189
C71H107AsBrCsGeN3SbSi3 (wB97M-V/def2-TZVPD)
Cs 0.188 -0.236 1.301
C -1.525 4.548 0.668
C -0.196 4.651 0.347
C 0.576 4.351 1.608
C -0.354 4.051 2.578
C -1.658 4.196 2.046
C -2.937 4.126 2.827
C -2.818 3.139 3.993
C -3.227 5.533 3.379
C -4.091 3.708 1.918
C 2.063 4.339 1.914
C 2.789 5.578 1.365
C 2.292 4.347 3.434
C 2.729 3.057 1.377
C 0.258 5.057 -1.048
C 0.607 6.555 -1.088
C 1.442 4.227 -1.556
C -0.883 4.840 -2.056
H -2.353 4.721 0.000
H -0.142 3.821 3.608
H -2.054 3.451 4.705
H -2.564 2.139 3.635
H -3.770 3.081 4.526
H -2.446 5.843 4.075
H -4.186 5.544 3.902
H -3.268 6.262 2.567
H -3.863 2.776 1.399
H -4.295 4.475 1.171
H -4.996 3.559 2.508
H 2.273 6.491 1.673
H 2.876 5.577 0.282
H 3.802 5.609 1.771
H 1.806 5.207 3.901
H 3.362 4.409 3.632
H 1.929 3.436 3.908
H 2.530 2.880 0.322
H 2.389 2.177 1.934
H 3.807 3.133 1.510
H 1.468 6.794 -0.467
H -0.239 7.149 -0.736
H 0.833 6.851 -2.115
H 2.354 4.402 -0.996
H 1.643 4.473 -2.602
H 1.212 3.162 -1.498
H -1.714 5.525 -1.883
H -1.260 3.818 -2.007
H -0.508 5.025 -3.066
C 3.700 -5.521 0.128
C 2.555 -4.947 0.914
C 1.845 -5.695 1.848
C 0.788 -5.127 2.538
C 0.491 -3.807 2.255
Br -0.901 -2.921 3.196
N 1.131 -3.073 1.376
C 2.144 -3.635 0.719
H 4.096 -6.414 0.608
H 4.506 -4.794 0.023
H 3.370 -5.795 -0.878
H 2.129 -6.721 2.045
H 0.227 -5.678 3.278
H 2.656 -2.994 0.008
C -1.841 0.161 -1.723
Sb -3.153 -1.380 -2.514
C -2.235 -3.142 -1.641
C -2.850 -4.069 -0.715
C -2.801 -5.463 -0.939
C -3.364 -6.336 -0.033
C -3.959 -5.827 1.111
C -3.959 -4.447 1.270
N -3.437 -3.596 0.404
Si -0.975 -3.772 -2.883
C 0.184 -5.074 -2.156
C -1.763 -4.476 -4.443
C 0.128 -2.350 -3.431
C -5.189 -0.642 -1.927
C -5.328 -0.581 -0.432
C -6.501 -0.137 0.199
C -6.603 -0.206 1.574
C -5.535 -0.707 2.308
C -4.399 -1.077 1.615
N -4.290 -0.998 0.291
Si -6.371 -1.928 -2.671
C -8.161 -1.692 -2.141
C -6.268 -1.852 -4.548
C -5.887 -3.663 -2.143
Si -5.340 1.094 -2.702
C -4.736 2.379 -1.476
C -7.115 1.554 -3.138
C -4.363 1.223 -4.308
H -0.836 -0.254 -1.753
H -2.124 0.416 -0.701
H -1.894 1.046 -2.355
H -2.355 -5.841 -1.849
H -3.344 -7.403 -0.215
H -4.414 -6.473 1.849
H -4.411 -4.002 2.152
H -0.194 -6.088 -2.293
H 0.343 -4.920 -1.085
H 1.155 -5.013 -2.656
H -2.424 -5.320 -4.232
H -0.982 -4.818 -5.127
H -2.350 -3.708 -4.951
H 0.665 -1.928 -2.578
H -0.432 -1.544 -3.911
H 0.870 -2.707 -4.150
H -7.325 0.230 -0.399
H -7.508 0.119 2.072
H -5.578 -0.794 3.385
H -3.533 -1.482 2.133
H -8.558 -0.710 -2.400
H -8.272 -1.833 -1.065
H -8.779 -2.445 -2.637
H -6.626 -0.903 -4.951
H -6.881 -2.648 -4.980
H -5.241 -2.000 -4.888
H -5.687 -3.705 -1.068
H -4.987 -4.005 -2.663
H -6.693 -4.365 -2.365
H -5.545 2.672 -0.804
H -4.388 3.275 -1.996
H -3.914 2.004 -0.862
H -7.756 1.613 -2.256
H -7.568 0.850 -3.838
H -7.113 2.540 -3.611
H -3.287 1.310 -4.138
H -4.687 2.114 -4.853
H -4.526 0.358 -4.952
C 4.603 2.236 4.813
C 3.728 2.024 6.047
C 3.230 0.587 6.212
C 2.151 0.170 5.193
Ge 2.705 -0.823 3.496
C 3.007 -2.699 4.236
C 4.128 -3.036 5.236
C 5.452 -3.471 4.599
C 6.338 -2.328 4.110
H 4.987 3.260 4.779
H 4.046 2.047 3.894
H 5.453 1.552 4.828
H 2.866 2.700 6.006
H 4.303 2.301 6.936
H 2.837 0.486 7.231
H 4.094 -0.079 6.143
H 1.571 1.056 4.903
H 1.438 -0.509 5.675
H 4.198 -0.306 3.373
H 3.091 -3.390 3.387
H 2.044 -2.930 4.710
H 3.791 -3.862 5.875
H 4.311 -2.192 5.907
H 5.233 -4.142 3.760
H 6.014 -4.059 5.331
H 5.850 -1.762 3.319
H 7.290 -2.708 3.730
H 6.553 -1.635 4.927
C 6.102 -3.542 -3.279
C 6.485 -2.215 -3.137
C 5.572 -1.268 -2.695
C 4.262 -1.635 -2.397
C 3.888 -2.969 -2.544
C 4.800 -3.918 -2.981
As 2.895 -0.349 -1.836
C 2.383 0.329 -3.600
C 3.140 0.158 -4.755
C 2.731 0.727 -5.954
C 1.559 1.468 -6.015
C 0.786 1.627 -4.873
C 1.198 1.057 -3.678
C 4.103 1.077 -1.278
C 4.316 2.248 -1.996
C 5.237 3.185 -1.541
C 5.960 2.946 -0.380
C 5.738 1.785 0.350
C 4.801 0.863 -0.089
H 6.816 -4.280 -3.622
H 7.496 -1.912 -3.378
H 5.886 -0.238 -2.581
H 2.866 -3.267 -2.326
H 4.497 -4.952 -3.092
H 4.053 -0.424 -4.724
H 3.333 0.594 -6.844
H 1.245 1.915 -6.950
H -0.137 2.194 -4.913
H 0.588 1.177 -2.791
H 3.771 2.430 -2.915
H 5.398 4.098 -2.100
H 6.695 3.666 -0.042
H 6.289 1.600 1.264
H 4.607 -0.029 0.499
```

=====

# 3
Below is the ion C4H11N2S with charge -1 at a distorted geometry, with properties calculated with wB97M-V/def2-TZVPD.

Output
- Kohn-Sham gap: 6.30 eV
- Spin multiplicity: 1
- Energy above the lowest of the compared OMol25 structures with the same formula, charge and spin: 38.3 kcal per mole
- Max |F|: 4.83 eV/Å
- Total charge: -1
- E_LUMO: 0.1420 Eh

Geometry as XYZ:
```
18
C4H11N2S (wB97M-V/def2-TZVPD)
N -0.427 1.808 -0.356
C 0.068 0.432 -0.638
C -0.204 -0.286 -2.052
S 1.254 -0.247 -3.226
C -0.728 -0.490 0.411
N -0.374 -0.414 1.807
C 1.008 -0.867 2.010
H 0.152 2.386 -1.085
H -1.378 1.915 -0.750
H 1.135 0.361 -0.489
H -0.744 -1.209 -1.922
H -0.918 0.555 -2.467
H -0.628 -1.487 0.022
H -1.791 -0.109 0.423
H -0.524 0.501 2.159
H 1.144 -1.876 1.789
H 1.313 -0.664 3.006
H 1.643 -0.311 1.357
```

=====

# 4
Below is the molecule C2H9N2P at a distorted geometry, with properties calculated with wB97M-V/def2-TZVPD.

Output
- Kohn-Sham gap: 9.32 eV
- Spin multiplicity: 1
- Energy above the lowest of the compared OMol25 structures with the same formula, charge and spin: 40.0 kcal per mole
- Max |F|: 4.51 eV/Å
- E_LUMO: 0.0433 Eh

Geometry as XYZ:
```
14
C2H9N2P (wB97M-V/def2-TZVPD)
C 1.633 0.847 -1.522
C -0.927 -1.210 1.655
N 0.879 0.862 -0.266
N -1.611 -0.277 0.786
P -1.064 0.194 -0.776
H 1.429 -0.022 -2.022
H 1.399 1.622 -2.149
H 2.626 0.758 -1.381
H -0.110 -0.576 2.058
H -1.747 -1.387 2.427
H -0.454 -2.021 1.151
H 0.712 1.774 0.137
H -2.285 0.380 1.048
H -0.482 -0.943 -1.145
```

=====

# 5
Below is the molecule C4H6N2O2 at a distorted geometry, with properties calculated with wB97M-V/def2-TZVPD.

Output
- Kohn-Sham gap: 10.19 eV
- Spin multiplicity: 1
- Energy above the lowest of the compared OMol25 structures with the same formula, charge and spin: 103.7 kcal per mole
- Max |F|: 5.63 eV/Å
- E_LUMO: 0.0225 Eh

Geometry as XYZ:
```
14
C4H6N2O2 (wB97M-V/def2-TZVPD)
C 2.299 -0.141 -0.472
C -0.949 1.103 -0.021
C -2.032 0.030 -0.039
C -1.005 -1.079 0.112
H 2.054 -0.326 -1.578
H 1.438 0.512 1.417
H -0.732 1.508 1.007
H -1.035 1.772 -0.858
H -0.951 -2.001 -0.587
H -0.562 -1.265 1.050
N 1.237 -0.224 0.404
N 0.042 -0.041 -0.248
O 3.358 0.157 -0.009
O -3.161 -0.003 -0.177
```

=====

# 6
Below is a structure of composition C14H41BrN7O5 at a distorted geometry, with properties calculated with wB97M-V/def2-TZVPD.

Output
- Kohn-Sham gap: 6.37 eV
- Spin multiplicity: 1
- Energy above the lowest of the compared OMol25 structures with the same formula, charge and spin: 348.1 kcal per mole
- Max |F|: 11.60 eV/Å
- Total charge: -1
- E_LUMO: 0.1042 Eh

Geometry as XYZ:
```
68
C14H41BrN7O5 (wB97M-V/def2-TZVPD)
Br 0.489 -0.052 -0.702
C 2.962 -2.463 -1.506
O 2.202 -3.348 -1.751
N 4.227 -2.604 -1.393
N 2.581 -1.216 -1.408
H 4.720 -1.836 -0.961
H 4.713 -3.467 -1.589
H 1.601 -1.039 -1.582
H 3.325 -0.563 -1.208
C 1.717 2.905 -1.679
O 2.052 4.042 -1.841
N 1.680 2.341 -0.474
N 1.504 1.994 -2.594
H 1.328 1.403 -0.349
H 1.853 2.838 0.388
H 1.328 1.063 -2.244
H 1.704 2.215 -3.559
C -3.213 2.871 0.730
C -2.180 1.698 0.745
C -1.870 1.086 2.092
O -0.784 1.774 2.656
C 0.189 1.082 3.551
N -2.301 0.787 -0.353
H -3.197 3.223 -0.302
H -2.936 3.641 1.450
H -4.163 2.401 0.983
H -1.269 2.283 0.616
H -1.520 0.054 2.061
H -2.718 1.259 2.754
H 1.055 1.711 3.343
H 0.452 0.053 3.307
H -0.107 1.138 4.598
H -2.115 1.288 -1.210
H -1.457 0.240 -0.257
C 2.745 -0.204 2.570
C 2.122 -1.434 1.955
C 0.615 -1.559 1.896
O -0.058 -1.551 3.181
C -0.102 -2.733 3.895
N 2.690 -1.750 0.663
H 2.430 0.096 3.570
H 2.670 0.581 1.818
H 3.824 -0.311 2.685
H 2.362 -2.300 2.572
H 0.103 -2.350 1.348
H 0.365 -0.622 1.399
H 0.890 -3.096 4.165
H -0.572 -3.603 3.435
H -0.627 -2.505 4.822
H 2.427 -2.696 0.426
H 2.289 -1.058 0.046
C -2.343 -2.079 -2.997
C -2.203 -0.766 -2.269
C -2.912 0.478 -2.929
O -2.337 1.674 -2.322
C -1.172 2.129 -2.908
N -2.793 -1.049 -0.974
H -3.310 -2.576 -2.921
H -1.610 -2.755 -2.556
H -2.154 -2.081 -4.071
H -1.157 -0.582 -2.024
H -3.981 0.622 -2.769
H -2.784 0.515 -4.010
H -1.358 2.676 -3.832
H -0.561 1.255 -3.133
H -0.740 2.758 -2.130
H -2.087 -1.634 -0.549
H -2.520 -0.294 -0.362
```

=====

# 7
Below is the molecule C3H6N2O at a distorted geometry, with properties calculated with wB97M-V/def2-TZVPD.

Output
- Kohn-Sham gap: 10.52 eV
- Spin multiplicity: 1
- Energy above the lowest of the compared OMol25 structures with the same formula, charge and spin: 57.5 kcal per mole
- Max |F|: 3.59 eV/Å
- E_LUMO: 0.0325 Eh

Geometry as XYZ:
```
12
C3H6N2O (wB97M-V/def2-TZVPD)
C 1.402 0.358 -0.137
C -0.929 0.028 -1.100
C -1.571 -0.785 -0.076
N 0.265 0.432 -1.226
N 1.481 0.669 1.347
O 2.461 -0.071 -0.527
H -1.623 0.199 -1.852
H -0.883 -0.763 0.832
H -1.739 -1.777 -0.623
H -2.582 -0.341 0.188
H 2.399 0.366 1.655
H 1.319 1.686 1.520
```

=====

# 8
Below is a cluster of 2 separate species, C3H8NO in total at a distorted geometry, with properties calculated with wB97M-V/def2-TZVPD.

Output
- Kohn-Sham gap: 7.07 eV
- Spin multiplicity: 1
- Energy above the lowest of the compared OMol25 structures with the same formula, charge and spin: 124.9 kcal per mole
- Max |F|: 6.23 eV/Å
- Total charge: -1
- E_LUMO: 0.1711 Eh

Geometry as XYZ:
```
13
C3H8NO (wB97M-V/def2-TZVPD)
C 0.520 0.632 -0.310
O 1.707 0.876 0.385
C -1.046 -0.226 -0.188
C 0.150 -0.931 0.201
N -2.204 -0.162 0.578
H -0.010 1.602 -0.315
H 0.784 0.496 -1.380
H -1.354 -0.081 -1.216
H 2.760 -1.587 -2.306
H 0.713 -1.597 -0.434
H 0.478 -0.889 1.227
H 3.309 -1.202 -1.981
H -2.240 0.606 1.246
```

=====

# 9
Below is a cluster of 2 separate species, C2H7BS in total at a distorted geometry, with properties calculated with wB97M-V/def2-TZVPD.

Output
- Kohn-Sham gap: 9.36 eV
- Spin multiplicity: 1
- Energy above the lowest of the compared OMol25 structures with the same formula, charge and spin: 59.9 kcal per mole
- Max |F|: 6.41 eV/Å
- E_LUMO: 0.0157 Eh

Geometry as XYZ:
```
11
C2H7BS (wB97M-V/def2-TZVPD)
B -0.491 0.109 0.112
C 0.818 -1.822 -0.056
C 0.236 1.542 -0.043
S -2.226 -0.132 -0.005
H 1.021 -1.898 -1.191
H 0.467 -2.793 0.232
H 1.744 -1.449 0.509
H 0.951 1.397 -0.720
H 0.656 1.812 0.997
H -0.441 2.248 -0.312
H -2.734 0.985 0.475
```

=====

# 10
Below is a cluster of 6 separate species, C40H75N5O16S2Si in total at a distorted geometry, with properties calculated with wB97M-V/def2-TZVPD.

Output
- Kohn-Sham gap: 8.38 eV
- Spin multiplicity: 1
- Energy above the lowest of the compared OMol25 structures with the same formula, charge and spin: 22.0 kcal per mole
- Max |F|: 1.30 eV/Å
- E_LUMO: -0.0008 Eh

Geometry as XYZ:
```
139
C40H75N5O16S2Si (wB97M-V/def2-TZVPD)
C 11.074 -0.037 -0.312
C 10.290 0.843 -1.269
N 8.851 0.796 -0.970
C 7.997 1.150 -2.124
C 7.961 2.622 -2.489
C 8.501 1.469 0.176
S 9.243 2.759 0.831
S 7.055 0.758 0.950
C 6.002 2.192 1.288
C 5.055 1.850 2.432
C 4.095 0.684 2.167
Si 2.759 1.043 0.858
C 3.581 0.749 -0.821
N 2.775 1.198 -2.004
C 2.075 2.780 1.114
C 1.675 3.541 -0.153
C 1.078 4.935 0.181
C 2.041 6.088 -0.047
N 2.707 6.059 -1.359
C 1.752 5.959 -2.423
N 0.846 6.816 -2.553
N 1.910 4.869 -3.286
O 1.610 -0.160 1.098
C 0.347 0.097 0.478
C -0.090 -1.016 -0.482
C 1.051 -1.639 -1.275
C -1.259 -0.562 -1.350
C -0.933 0.608 -2.267
C -1.787 -1.711 -2.247
H 11.196 0.395 0.673
H 10.586 -1.002 -0.264
H 12.046 -0.223 -0.756
H 10.403 0.402 -2.255
H 10.688 1.852 -1.340
H 6.985 0.849 -1.862
H 8.303 0.517 -2.950
H 8.945 2.984 -2.775
H 7.317 2.739 -3.356
H 7.561 3.236 -1.695
H 5.503 2.581 0.405
H 6.659 2.980 1.642
H 4.556 2.764 2.740
H 5.687 1.558 3.267
H 3.569 0.481 3.097
H 4.632 -0.196 1.820
H 4.593 1.150 -0.886
H 3.698 -0.328 -0.904
H 3.020 0.602 -2.789
H 3.130 2.111 -2.268
H 2.729 3.427 1.695
H 1.165 2.665 1.705
H 0.912 3.018 -0.719
H 2.508 3.663 -0.832
H 0.833 4.898 1.237
H 0.152 5.071 -0.362
H 1.449 7.005 0.008
H 2.752 6.164 0.767
H 3.294 6.871 -1.493
H 0.254 6.568 -3.343
H 1.068 4.297 -3.281
H 2.639 4.267 -2.921
H -0.399 0.107 1.271
H 0.311 1.038 -0.069
H -0.491 -1.819 0.139
H 0.694 -2.583 -1.677
H 1.868 -1.880 -0.605
H 1.358 -1.047 -2.127
H -2.078 -0.293 -0.680
H -0.893 1.530 -1.690
H 0.036 0.519 -2.747
H -1.700 0.774 -3.014
H -2.819 -1.469 -2.476
H -1.253 -1.623 -3.188
H -1.694 -2.694 -1.799
C -2.882 8.373 -7.286
C -1.787 7.868 -6.379
C -0.593 7.287 -7.100
O -0.098 6.340 -6.145
C -1.157 5.930 -5.404
O -1.144 4.991 -4.672
O -2.226 6.737 -5.605
H -2.487 9.084 -8.011
H -3.354 7.545 -7.817
H -3.661 8.868 -6.708
H -1.479 8.652 -5.682
H 0.166 8.028 -7.337
H -0.870 6.748 -8.010
C 0.986 -1.776 4.061
C 2.183 -2.239 4.851
C 3.296 -2.816 4.009
O 3.920 -3.731 4.920
C 2.963 -4.143 5.793
O 3.079 -5.063 6.536
O 1.860 -3.358 5.697
H 1.285 -1.077 3.279
H 0.469 -2.621 3.605
H 0.266 -1.278 4.712
H 2.553 -1.432 5.490
H 4.006 -2.067 3.667
H 2.925 -3.380 3.149
C -6.109 -3.617 1.793
C -5.112 -2.847 0.969
C -4.585 -1.603 1.638
O -4.258 -0.769 0.511
C -5.092 -1.127 -0.499
O -5.249 -0.502 -1.498
O -5.715 -2.298 -0.216
H -5.704 -3.848 2.775
H -7.035 -3.051 1.912
H -6.372 -4.555 1.299
H -4.293 -3.501 0.655
H -3.704 -1.790 2.248
H -5.336 -1.091 2.242
C -7.015 -6.822 -2.229
C -7.456 -7.731 -1.108
C -8.945 -7.976 -1.052
O -9.157 -8.227 0.344
C -8.196 -7.552 1.023
O -8.208 -7.356 2.196
O -7.222 -7.128 0.178
H -7.381 -7.187 -3.189
H -7.379 -5.807 -2.069
H -5.927 -6.769 -2.275
H -6.902 -8.673 -1.141
H -9.261 -8.827 -1.650
H -9.528 -7.097 -1.337
C -7.773 -6.423 6.279
C -7.379 -4.975 6.445
C -8.303 -3.995 5.760
O -7.421 -2.897 5.478
C -6.177 -3.415 5.341
O -5.250 -2.827 4.881
O -6.132 -4.690 5.786
H -8.804 -6.581 6.594
H -7.664 -6.735 5.239
H -7.128 -7.065 6.878
H -7.262 -4.729 7.504
H -9.129 -3.674 6.389
H -8.694 -4.377 4.814
```